(1)
Entry from the Open Molecules 2025 dataset: a structure of composition C8H23ClI2NO2P2Pd (the ωB97M-V functional and the def2-TZVPD basis).

Output
net charge: +3
gap between HOMO and LUMO (spin up / spin down): 6.05 / 5.73 eV
spin multiplicity: 5
E: -2388.86778 a.u.
HOMO energy (spin up / spin down): -0.68175 / -0.71642 Ha
energy relative to the best compared isomer or geometry (same formula, charge and spin): 1.060 eV
⟨S²⟩: 6.0420
max |F|: 3.2 eV/A
LUMO level (spin up / spin down): -12.51 / -13.77 eV

XYZ file:
```
40
Properties=species:S:1:pos:R:3:lowdin_spin:R:1
I 0.612 2.701 1.401 0.360
I 0.445 -0.467 1.502 0.737
Pd 0.104 -1.154 -1.742 1.162
P -2.008 -0.269 -1.551 0.256
C -2.823 0.016 0.053 0.048
C -2.232 1.321 -2.402 0.027
H -3.304 1.516 -2.542 0.007
H -4.097 -0.952 -2.542 0.014
H -1.720 1.276 -3.371 0.003
H -2.678 -1.722 -3.343 0.001
H -2.282 0.799 0.595 0.000
H -1.781 2.106 -1.783 0.000
C -3.124 -1.431 -2.388 0.058
H -3.876 0.298 -0.085 0.011
H -3.239 -2.308 -1.746 0.000
H -2.782 -0.896 0.652 0.000
P 2.236 -0.258 -1.458 0.272
C 3.246 0.161 0.019 0.039
C 3.232 -1.558 -2.251 0.064
H 1.878 1.180 -3.362 0.004
H 3.563 1.331 -2.744 0.008
H 2.207 2.118 -1.869 0.001
C 2.504 1.247 -2.463 0.032
H 2.661 -1.928 -3.108 0.002
H 4.196 -1.133 -2.557 0.015
H 4.283 0.346 -0.288 0.009
H 3.210 -0.655 0.745 0.001
H 3.376 -2.356 -1.512 0.000
H 2.841 1.059 0.503 0.002
Cl 0.093 -0.872 -4.020 0.799
N -0.766 -1.023 4.446 0.013
C -0.028 0.199 4.810 0.009
C -0.519 1.269 3.816 0.008
O -1.662 1.120 3.382 0.005
O 0.348 2.215 3.566 0.010
H -1.768 -0.770 4.395 0.000
H -0.601 -1.761 5.126 0.000
H -0.465 -1.307 3.501 0.020
H -0.336 0.502 5.813 0.001
H 1.055 0.040 4.804 0.001
```

(2)
Entry from the Open Molecules 2025 dataset: a structure of composition C35H41FN8O5S2Ti (the ωB97M-V functional and the def2-TZVPD basis).

Output
gap between HOMO and LUMO (spin up / spin down): 3.86 / 5.92 eV
spin multiplicity: 3
E: -3918.39295 a.u.
HOMO energy (spin up / spin down): -0.16924 / -0.24519 Ha
energy relative to the best compared isomer or geometry (same formula, charge and spin): 0.100 eV
⟨S²⟩: 2.0198
max |F|: 0.5 eV/A
LUMO level (spin up / spin down): -0.75 / -0.75 eV

XYZ file:
```
93
Properties=species:S:1:pos:R:3:lowdin_spin:R:1
Ti 0.582 -0.223 -0.220 1.062
O 1.074 -6.231 -1.116 0.040
C 0.840 -4.888 -0.968 0.111
C 0.492 -4.063 -2.010 0.018
C 0.305 -2.696 -1.747 0.215
N 0.631 -2.201 -0.507 0.161
C 0.696 -3.053 0.548 0.054
C 0.853 -4.391 0.374 0.020
C 0.384 -2.333 1.857 0.009
O 0.538 -2.875 2.942 0.017
O -0.123 -1.153 1.643 0.005
C -0.400 -1.696 -2.537 0.102
O -0.961 -1.936 -3.630 0.105
O -0.508 -0.535 -1.923 0.037
H 1.011 -6.455 -2.049 0.000
H 0.306 -4.449 -3.007 -0.002
H 0.910 -5.064 1.218 0.001
N 2.877 1.064 3.198 0.001
C 3.681 -0.052 3.055 0.000
C 4.736 -0.555 3.808 0.000
C 5.320 -1.717 3.345 0.000
C 4.875 -2.354 2.174 0.001
C 3.830 -1.850 1.431 0.001
C 3.228 -0.680 1.890 0.001
N 2.185 0.046 1.358 0.006
C 2.008 1.062 2.156 0.004
C 0.995 2.065 1.856 0.003
C 0.683 3.219 2.500 0.000
S -0.529 4.056 1.632 0.004
C -0.571 2.796 0.476 0.011
N 0.267 1.834 0.706 0.015
H 2.916 1.737 3.941 0.000
H 5.081 -0.068 4.711 0.000
H 6.143 -2.150 3.900 0.000
H 5.363 -3.267 1.854 0.000
H 3.472 -2.338 0.534 0.001
H 1.112 3.632 3.398 0.000
H -1.194 2.843 -0.413 0.001
C -5.265 -0.991 -4.497 0.000
C -3.792 -0.862 -4.148 0.000
N -3.554 0.400 -3.456 0.000
C -2.506 1.240 -3.687 0.000
S -2.614 2.841 -3.120 0.001
N -1.473 0.728 -4.336 0.000
C -0.247 1.466 -4.590 0.000
C -0.215 2.053 -5.993 0.000
H -5.453 -1.931 -5.015 0.000
H -5.588 -0.171 -5.142 0.000
H -5.889 -0.978 -3.597 0.000
H -3.182 -0.898 -5.053 0.000
H -3.459 -1.702 -3.535 0.000
H -4.372 0.909 -3.168 0.000
H -1.360 -0.299 -4.286 0.000
H 0.577 0.770 -4.439 0.000
H -0.161 2.258 -3.849 0.000
H -0.312 1.269 -6.746 0.000
H 0.728 2.577 -6.161 0.000
H -1.033 2.763 -6.124 0.000
C -4.911 0.623 0.082 0.000
C -3.435 1.076 -0.018 0.000
N -2.553 0.039 0.500 0.002
C -2.804 -0.161 1.923 0.000
C -4.278 -0.581 2.148 0.000
N -4.925 -0.701 0.795 0.000
C -4.196 -1.729 -0.029 0.000
C -2.756 -1.208 -0.238 0.002
H -5.366 0.462 -0.895 0.000
H -5.535 1.308 0.655 0.000
H -3.293 1.983 0.573 0.000
H -3.174 1.309 -1.051 0.000
H -2.600 0.775 2.447 0.000
H -2.104 -0.905 2.295 0.000
H -4.854 0.150 2.715 0.000
H -4.368 -1.553 2.630 0.000
H -5.887 -0.998 0.917 0.000
H -4.742 -1.837 -0.966 0.000
H -4.239 -2.669 0.520 0.000
H -2.566 -1.014 -1.293 0.000
H -2.026 -1.938 0.109 0.002
F 3.857 5.560 0.376 -0.001
C 3.513 4.337 -0.116 -0.002
C 2.453 4.238 -0.996 0.001
C 2.099 2.986 -1.475 -0.001
C 2.767 1.815 -1.087 0.001
C 2.268 0.483 -1.484 -0.011
C 3.867 1.982 -0.233 -0.002
C 4.239 3.227 0.262 0.001
H 1.921 5.131 -1.301 0.000
H 1.251 2.904 -2.149 0.000
H 3.048 -0.282 -1.436 0.001
H 1.843 0.498 -2.489 0.000
H 4.440 1.109 0.061 0.000
H 5.089 3.340 0.925 0.000
```

(3)
Entry from the Open Molecules 2025 dataset: a cluster of 2 separate species, CH9N3O2 in total (the ωB97M-V functional and the def2-TZVPD basis).

Output
SMILES: ONNO.CN
gap between HOMO and LUMO: 9.37 eV
E: -358.09055 a.u.
HOMO energy: -0.31900 Ha
energy relative to the best compared isomer or geometry (same formula, charge and spin): 4.925 eV
max |F|: 2.6 eV/A
LUMO level: 0.69 eV

XYZ file:
```
15
Properties=species:S:1:pos:R:3:nbo_charge:R:1
O 2.956 1.149 0.164 -0.630
N 1.962 1.082 -0.902 -0.195
N 0.790 0.432 -0.480 -0.206
O 0.236 0.955 0.721 -0.588
H 3.683 0.592 -0.127 0.477
H 1.736 2.060 -1.088 0.351
H 0.991 -0.559 -0.332 0.344
H 0.955 1.052 1.372 0.467
C -1.952 -1.295 0.563 -0.411
N -1.888 -0.766 -0.790 -0.858
H -1.848 -0.533 1.348 0.171
H -1.143 -2.016 0.694 0.175
H -2.899 -1.819 0.704 0.187
H -2.631 -0.080 -0.915 0.347
H -0.950 -0.254 -0.932 0.370
```

(4)
Entry from the Open Molecules 2025 dataset: a cluster of 2 separate species, C3H7NO2 in total (the ωB97M-V functional and the def2-TZVPD basis).

Output
SMILES: C=CN.O=CO
gap between HOMO and LUMO: 9.91 eV
E: -323.72703 a.u.
HOMO energy: -0.32982 Ha
energy relative to the best compared isomer or geometry (same formula, charge and spin): 1.468 eV
max |F|: 1.0 eV/A
LUMO level: 0.94 eV

XYZ file:
```
13
Properties=species:S:1:pos:R:3:nbo_charge:R:1
C 0.845 1.457 1.908 -0.497
C 1.106 0.907 0.724 -0.003
N 0.988 -0.464 0.449 -0.833
H 0.679 2.512 1.999 0.214
H 0.603 0.762 2.702 0.190
H 1.359 1.456 -0.174 0.189
H 0.863 -1.036 1.277 0.369
H 1.761 -0.911 -0.034 0.381
O -1.014 -2.096 -1.919 -0.588
C -1.803 -1.200 -2.035 0.646
O -1.794 -0.064 -1.336 -0.687
H -2.609 -1.241 -2.776 0.110
H -0.985 -0.082 -0.785 0.510
```

(5)
Entry from the Open Molecules 2025 dataset: the ion C11H12N3 with charge +1 (the ωB97M-V functional and the def2-TZVPD basis).

Output
net charge: +1
SMILES: Cc1cccc(C/C=N/C=[NH+]\C#N)c1
gap between HOMO and LUMO: 7.59 eV
E: -590.24614 a.u.
HOMO energy: -0.45599 Ha
energy relative to the best compared isomer or geometry (same formula, charge and spin): 4.850 eV
max |F|: 4.2 eV/A
LUMO level: -4.82 eV

XYZ file:
```
26
Properties=species:S:1:pos:R:3:nbo_charge:R:1
C 2.789 -1.370 -1.196 -0.626
C 1.952 -0.403 -0.420 0.045
C 2.271 0.935 -0.319 -0.194
C 1.535 1.787 0.498 -0.151
C 0.272 1.491 0.943 -0.245
C -0.096 0.188 0.808 -0.027
C -1.431 -0.296 1.281 -0.511
C -2.102 -0.323 -0.011 0.334
N -2.692 0.811 -0.365 -0.404
C -3.858 1.118 -0.660 0.347
N -4.866 0.173 -0.718 -0.646
C -4.503 -1.065 -0.396 0.494
N -3.719 -1.853 -0.045 -0.298
C 0.678 -0.762 0.148 -0.228
H 3.223 -0.792 -2.016 0.225
H 3.556 -1.737 -0.651 0.234
H 2.196 -2.066 -1.633 0.217
H 3.054 1.359 -0.974 0.226
H 1.838 2.781 0.451 0.218
H -0.029 2.156 1.697 0.234
H -1.417 -1.368 1.660 0.276
H -1.743 0.538 2.036 0.268
H -1.784 -0.924 -0.910 0.273
H -4.229 2.125 -0.984 0.243
H -5.794 0.666 -0.617 0.470
H 0.582 -1.836 0.231 0.227
```

(6)
Entry from the Open Molecules 2025 dataset: a structure of composition C19H25CdClN6O4SSe (the ωB97M-V functional and the def2-TZVPD basis).

Output
gap between HOMO and LUMO (spin up / spin down): 6.56 / 5.70 eV
E: -4795.62555 a.u.
HOMO energy (spin up / spin down): -0.25669 / -0.22847 Ha
energy relative to the best compared isomer or geometry (same formula, charge and spin): 2.156 eV
max |F|: 3.6 eV/A
LUMO level (spin up / spin down): -0.42 / -0.52 eV

XYZ file:
```
58
Properties=species:S:1:pos:R:3:nbo_charge:R:1
Cd -0.783 2.354 -1.565 1.677
C 1.394 -2.777 1.959 -0.170
C 0.051 -2.799 1.496 0.123
C -0.041 -2.385 0.159 -0.132
C 1.249 -2.162 -0.334 0.059
C 2.141 -2.394 0.796 0.100
C 3.665 -2.255 0.789 -0.660
C 1.616 -1.911 -1.740 -0.673
C -1.296 -2.221 -0.634 -0.638
C -1.011 -3.155 2.465 -0.668
C 1.916 -3.222 3.330 -0.631
H 4.117 -2.843 1.600 0.216
H 3.902 -1.189 0.909 0.231
H 4.000 -2.643 -0.175 0.218
H 2.217 -2.641 -2.262 0.218
H 2.087 -0.968 -1.831 0.222
H 0.693 -1.932 -2.345 0.231
H -1.792 -3.114 -0.991 0.210
H -1.260 -1.588 -1.521 0.242
H -2.003 -1.663 0.004 0.197
H -0.953 -4.212 2.863 0.229
H -2.010 -3.091 2.012 0.214
H -1.117 -2.396 3.237 0.224
H 2.973 -3.567 3.218 0.211
H 1.351 -4.059 3.700 0.214
H 1.997 -2.386 4.084 0.209
O -3.136 0.563 -4.255 -0.779
Cl -1.892 0.746 -3.600 2.499
O -0.842 -0.092 -4.151 -0.769
O -1.634 2.248 -3.576 -0.931
O -1.971 0.376 -2.210 -0.911
Se 1.588 2.975 1.047 0.750
N 3.322 2.819 0.504 -0.656
C 3.505 2.421 -0.747 0.072
C 4.646 1.825 -1.315 -0.220
C 4.480 1.313 -2.577 -0.275
C 3.260 1.261 -3.306 0.034
N 2.166 1.783 -2.744 -0.506
C 2.249 2.340 -1.529 0.309
N 1.169 2.651 -0.804 -1.003
H 5.519 1.798 -0.642 0.234
H 5.306 0.601 -2.931 0.215
H 3.185 0.794 -4.290 0.209
C -4.549 -0.055 1.363 -0.609
C -4.207 1.024 2.387 -0.444
C -3.596 2.159 1.563 0.100
N -2.867 1.898 0.536 -0.270
N -2.391 3.128 -0.030 -0.511
C -2.864 4.235 0.571 0.273
N -2.497 5.480 0.121 -0.805
S -3.914 3.852 1.972 0.355
H -4.882 -0.986 1.885 0.217
H -3.664 -0.259 0.812 0.235
H -5.378 0.186 0.672 0.224
H -3.500 0.814 3.229 0.242
H -5.117 1.467 2.793 0.214
H -1.578 5.543 -0.294 0.419
H -3.023 6.311 0.322 0.418
```